A gas-phase ion, C4H10NOS (charge -1) in a non-equilibrium geometry, computed with ωB97M-V/def2-TZVPD.

Computed properties:
HOMO-LUMO gap, eV: 5.6
Energy relative to the best compared isomer or geometry (same formula, charge and spin), kJ/mol: 314.6
SMILES: C[C@H](CS)NC[O-]
Highest occupied orbital energy, eV: -2.60
Total energy, eV: -18681.835
Lowest unoccupied orbital energy, eV: 3.05
Charge: -1

```
17
Properties=species:S:1:pos:R:3:forces:R:3
C -0.809537 -0.285699 -1.570274 0.6 -1.0 0.5
C -0.154051 0.595338 -0.454457 -0.5 -0.5 0.1
C 0.983443 -0.247454 0.200732 -2.0 -0.2 1.3
S 2.562977 -0.074217 -0.645860 -0.1 -0.1 0.4
N -1.183100 1.084162 0.482996 0.2 -0.6 0.8
C -1.656246 0.103412 1.607144 -0.9 -0.1 -1.0
O -2.465069 -0.904817 1.297585 0.3 -0.2 -0.8
H -0.856718 0.173718 -2.547238 -0.4 0.2 -0.2
H -0.271185 -1.242704 -1.679291 0.5 0.4 -0.3
H -1.745782 -0.743248 -1.202779 -0.1 1.0 -0.1
H 0.363836 1.511518 -0.772615 -0.2 -0.3 -0.8
H 0.927180 -0.059146 1.293034 1.1 0.5 -0.7
H 0.663216 -1.299562 0.196919 0.3 0.2 -0.2
H 2.080763 -0.746478 -1.688681 0.2 -0.1 -0.4
H -2.044369 1.239141 -0.036576 0.2 0.0 -0.1
H -0.682474 -0.273097 1.978987 -0.2 0.6 0.9
H -2.255542 0.815898 2.216712 1.0 0.2 0.7
```
Positions in Å, forces in eV/Å.


16 unconnected molecules or ions with the total composition H31O16 in a non-equilibrium geometry, computed with ωB97M-V/def2-TZVPD.

Computed properties:
HOMO-LUMO gap, eV: 9.0
Energy relative to the best compared isomer or geometry (same formula, charge and spin), kJ/mol: 553.1
Highest occupied orbital energy, eV: -6.77
Total energy, eV: -33262.097
Lowest unoccupied orbital energy, eV: 2.28
Charge: -1

```
47
Properties=species:S:1:pos:R:3:forces:R:3
O 3.839117 2.765205 -2.347649 -2.4 3.6 1.8
H 2.455172 -0.279006 3.063950 -1.3 -0.7 3.3
H -3.253983 3.972759 -0.583241 1.8 -1.0 1.0
O 0.159509 0.963355 4.696973 -0.2 -0.1 -0.1
H 3.654677 3.697375 -1.846263 1.2 -3.3 -1.7
H 2.877534 2.585746 -2.513632 1.1 -0.4 -0.2
O -1.376524 -0.337707 -0.537510 -5.2 2.2 -2.8
H 0.892507 1.137261 4.088541 -0.6 0.0 -0.2
H 0.264034 -1.315021 -3.667940 0.4 0.4 -0.1
O -2.500747 3.569949 -0.045147 -1.9 1.0 -1.1
H -1.508504 2.663148 4.512048 8.4 -0.8 0.2
H -1.881758 3.090309 -0.637707 0.1 0.2 0.3
O -2.357571 2.718826 4.475492 -8.5 1.1 0.2
H 1.639043 -0.533473 -3.851158 -1.1 -1.7 -0.7
H 3.739986 -1.337366 -2.491211 -0.4 -0.7 -0.5
O -1.481691 -3.149962 -2.635418 -0.7 3.3 2.8
H -0.579229 -2.807937 -2.784583 -0.5 -0.5 0.0
H -1.844708 -2.402210 -1.922908 1.3 -2.7 -2.6
O -2.071878 -5.304705 1.560726 -2.0 2.3 2.8
H -1.896940 -4.381906 1.908436 -0.7 -1.5 -0.2
H -1.367745 -5.349187 0.993231 2.7 -0.8 -2.6
O 0.136374 -1.295913 1.540872 0.8 -1.5 2.2
H 0.899503 -1.828158 1.972940 -2.1 1.9 -0.8
H -0.570779 -0.369701 -0.110107 2.8 0.7 1.1
O 0.534226 1.288010 1.491469 -4.2 -3.2 -1.1
H 1.203260 1.819850 1.736781 3.5 2.9 1.2
O 1.262100 -1.635258 -0.509330 1.1 0.9 -5.9
H 1.689641 -1.569756 0.284576 0.7 -0.4 2.9
H 0.513654 -2.181672 -0.621961 -0.9 -0.8 1.1
O 0.876872 -0.979235 -4.341541 1.0 0.5 0.9
H -1.667295 0.651846 -0.838590 2.1 -3.4 1.4
H -2.709168 2.006457 3.952498 0.0 -0.4 -0.4
O 3.124394 -1.966195 -2.931808 4.9 0.6 -2.3
H -0.411491 1.771922 -4.211910 0.2 -0.1 0.1
H 2.401630 -1.877938 -2.422761 -4.3 0.1 3.2
O -3.165573 -0.384201 2.216348 0.5 0.0 -0.6
H -3.381851 -1.280778 2.432532 -0.6 -0.7 0.8
H -2.597986 -0.596168 1.455406 0.3 0.9 -0.2
O 2.694580 -0.105144 2.211464 3.0 0.0 -2.9
H 0.352405 2.605718 -0.978854 2.8 1.7 -1.0
H 1.934006 0.021309 1.659610 -1.0 0.8 -0.1
O -0.339775 2.129166 -0.645036 -3.5 -1.9 1.9
H -0.170869 1.804728 0.439524 1.2 0.5 -1.3
H 0.302680 -0.289468 1.532626 0.1 -0.5 0.7
O 0.537118 1.616925 -4.264302 -0.3 3.7 -0.2
H -0.600886 0.713235 4.135828 0.8 0.1 0.1
H 0.659221 0.713166 -4.170527 -0.2 -2.6 -0.1
```
Positions in Å, forces in eV/Å.